Computed, not measured: a cluster of 12 separate species, C42H112N4O13 in total, with ωB97M-V/def2-TZVPD.

ORCA input file:
```
! wB97M-V def2-TZVPD RIJCOSX def2/J DEFGRID3
* xyz 0 1
C 12.707 22.335 5.219
O 13.814 21.396 5.403
C 14.055 20.626 4.195
C 15.044 19.567 4.555
N 14.452 18.523 5.411
C 13.537 17.646 4.695
C 13.047 16.563 5.680
O 12.211 17.155 6.702
C 12.666 16.980 8.017
H 12.402 22.847 6.131
H 11.860 21.721 4.915
H 12.987 23.095 4.489
H 14.543 21.340 3.531
H 13.174 20.214 3.701
H 15.880 20.064 5.046
H 15.480 19.070 3.688
H 14.016 18.995 6.191
H 14.114 17.147 3.917
H 12.658 18.140 4.280
H 13.877 15.921 5.974
H 12.373 15.854 5.199
H 13.171 16.029 8.186
H 11.752 17.099 8.598
H 13.155 17.804 8.537
C 17.995 13.607 1.938
C 17.276 14.825 1.340
C 16.131 15.235 2.224
O 15.241 14.101 2.196
C 14.227 13.878 3.174
N 18.068 15.987 1.021
H 18.037 13.711 3.022
H 19.017 13.613 1.557
H 17.398 12.716 1.746
H 16.871 14.511 0.378
H 15.557 16.128 1.975
H 16.520 15.406 3.227
H 13.816 12.883 3.006
H 13.469 14.649 3.035
H 14.725 13.908 4.143
H 18.521 15.854 0.128
H 17.400 16.711 0.796
C 7.199 15.582 7.718
C 8.284 15.896 6.649
C 8.580 17.407 6.675
O 7.564 18.108 5.978
C 7.918 19.409 5.846
N 9.478 15.174 7.003
H 6.942 14.524 7.672
H 6.260 16.083 7.485
H 7.579 15.833 8.708
H 7.910 15.627 5.661
H 9.533 17.700 6.236
H 8.828 17.773 7.671
H 8.415 19.488 4.879
H 8.468 19.949 6.617
H 7.015 19.987 5.656
H 10.182 15.881 6.848
H 9.678 14.933 7.963
C 9.008 12.606 4.341
C 10.570 12.657 4.066
C 11.075 11.645 3.039
O 10.623 10.314 3.219
C 11.419 9.300 2.825
N 10.804 13.977 3.537
H 8.553 13.596 4.330
H 8.842 12.227 5.350
H 8.395 12.060 3.625
H 10.979 12.550 5.070
H 12.159 11.598 3.141
H 10.969 11.949 1.998
H 10.885 8.371 2.623
H 12.184 9.071 3.567
H 11.909 9.578 1.893
H 10.294 14.177 2.689
H 10.514 14.608 4.270
C 12.624 16.301 1.002
C 11.559 16.244 -0.173
C 12.128 16.576 -1.525
O 11.174 14.894 -0.226
H 13.377 15.516 0.938
H 12.189 16.343 2.000
H 13.225 17.209 0.961
H 10.695 16.882 0.011
H 12.672 17.516 -1.430
H 11.339 16.571 -2.276
H 12.869 15.799 -1.717
H 11.929 14.314 -0.350
C 11.181 20.805 1.817
C 9.954 21.381 1.224
C 9.159 22.203 2.265
O 10.388 22.374 0.297
H 10.868 20.010 2.493
H 11.716 21.493 2.471
H 11.811 20.370 1.040
H 9.276 20.726 0.678
H 9.749 22.914 2.843
H 8.757 21.555 3.044
H 8.396 22.811 1.779
H 11.065 21.939 -0.227
C 18.891 24.116 6.001
C 18.592 23.247 4.807
C 19.918 22.855 4.161
O 17.995 22.124 5.286
H 19.333 23.441 6.734
H 17.906 24.371 6.390
H 19.501 25.002 5.826
H 17.904 23.817 4.182
H 19.735 22.128 3.370
H 20.556 22.384 4.909
H 20.384 23.704 3.660
H 17.344 22.315 5.966
C 17.698 17.652 9.154
C 16.908 17.932 7.894
C 17.888 17.881 6.660
O 15.879 16.994 7.849
H 18.105 16.643 9.094
H 17.134 17.702 10.085
H 18.533 18.350 9.212
H 16.405 18.897 7.965
H 18.803 18.437 6.868
H 17.368 18.379 5.842
H 18.312 16.927 6.345
H 15.394 16.872 7.029
C 12.282 12.910 9.718
C 11.042 13.418 10.448
C 11.342 14.476 11.480
O 9.937 13.849 9.609
H 13.178 12.690 10.299
H 12.516 13.627 8.932
H 12.032 12.018 9.143
H 10.752 12.573 11.073
H 11.925 14.165 12.347
H 10.401 14.887 11.845
H 11.979 15.221 11.001
H 9.576 13.111 9.113
C 11.454 26.729 6.690
C 12.818 26.382 7.334
C 12.694 25.273 8.404
O 13.780 25.947 6.383
H 11.048 25.797 6.296
H 11.509 27.512 5.934
H 10.646 26.954 7.385
H 13.258 27.292 7.740
H 13.583 25.163 9.025
H 12.690 24.292 7.929
H 11.801 25.366 9.022
H 14.649 25.964 6.792
C 14.811 16.987 12.328
C 13.748 17.511 11.284
C 12.476 18.046 11.978
O 14.444 18.489 10.526
H 14.347 16.531 13.203
H 15.602 17.643 12.693
H 15.399 16.237 11.800
H 13.518 16.629 10.687
H 11.680 18.231 11.257
H 12.847 18.872 12.586
H 12.067 17.354 12.714
H 15.193 18.033 10.134
C 12.128 21.145 10.654
C 11.531 21.342 9.292
C 10.627 20.103 9.078
O 10.617 22.438 9.419
H 11.397 21.008 11.451
H 12.931 21.803 10.984
H 12.675 20.202 10.648
H 12.317 21.528 8.560
H 11.002 19.161 9.476
H 10.322 20.109 8.031
H 9.651 20.155 9.561
H 10.720 22.880 10.265
*
```

Summary:
HOMO energy: -8.7 eV
Orbital gap: 9.193 eV
Structure (SMILES): COC[C@H](C)N.COC[C@H](C)N.COC[C@H](C)N.COCCNCCOC.CC(C)O.CC(C)O.CC(C)O.CC(C)O.CC(C)O.CC(C)O.CC(C)O.CC(C)O
LUMO energy: 0.457 eV

---

Computed, not measured: a cluster of 4 separate species, C15H20F12NO7 in total, with ωB97M-V/def2-TZVPD.

ORCA input file:
```
! wB97M-V def2-TZVPD RIJCOSX def2/J DEFGRID3
* xyz -1 1
C 3.943 -3.356 -1.309
O 3.272 -2.265 -0.529
C 1.908 -2.045 -1.103
N 1.091 -3.271 -0.760
C -0.117 -3.429 -1.657
F -1.249 -2.495 -1.314
F 0.161 -3.332 -3.109
F -0.672 -4.817 -1.438
H 3.467 -4.412 -1.051
H 5.096 -3.461 -1.021
H 3.932 -3.127 -2.476
H 2.071 -1.859 -2.248
H 1.435 -1.106 -0.537
C 0.069 4.247 -2.343
C -0.813 3.102 -2.808
O -0.135 2.316 -3.800
C 0.745 1.376 -3.328
O 0.971 1.189 -2.135
C 1.355 0.582 -4.482
F 1.746 1.376 -5.520
F 0.475 -0.320 -5.005
F 2.457 -0.131 -4.116
H 0.405 4.845 -3.196
H -0.472 4.894 -1.647
H 0.968 3.874 -1.842
H -1.714 3.504 -3.283
H -1.141 2.478 -1.970
C -6.958 3.023 0.882
C -5.671 2.230 1.008
O -4.625 2.841 0.236
C -3.973 3.893 0.827
O -4.239 4.320 1.947
C -2.859 4.413 -0.080
F -3.253 4.539 -1.380
F -1.777 3.583 -0.090
F -2.394 5.638 0.295
H -7.232 3.148 -0.170
H -7.776 2.519 1.404
H -6.846 4.028 1.303
H -5.819 1.225 0.602
H -5.368 2.114 2.055
C 1.846 -3.456 2.151
C 1.450 -3.246 3.601
O 2.579 -3.450 4.466
C 3.435 -2.387 4.601
O 3.284 -1.310 4.031
C 4.558 -2.723 5.582
F 5.087 -3.963 5.374
F 4.129 -2.706 6.877
F 5.603 -1.851 5.516
H 2.306 -4.440 2.016
H 0.973 -3.380 1.497
H 2.584 -2.713 1.832
H 0.695 -3.986 3.885
H 1.008 -2.257 3.761
*
```

Summary:
HOMO energy: -3.6 eV
Orbital gap: 5.463 eV
LUMO energy: 1.896 eV

---

Computed, not measured: a structure of composition C38H55BrN2OPd, with ωB97M-V/def2-TZVPD.

ORCA input file:
```
! wB97M-V def2-TZVPD RIJCOSX def2/J DEFGRID3
* xyz -2 3
Pd -0.118 0.572 -1.008
C 5.552 -1.847 3.981
C 4.140 -1.721 4.551
C 4.127 -0.531 5.521
C 3.830 -3.003 5.338
C 3.094 -1.513 3.458
C 3.404 -1.451 2.108
C 2.406 -1.248 1.170
Br 2.873 -1.198 -0.673
C 1.035 -1.089 1.484
O 0.130 -0.904 0.603
C 0.725 -1.184 2.891
C 1.741 -1.380 3.804
C -0.742 -1.090 3.305
C -1.525 -2.240 2.651
C -0.919 -1.206 4.819
C -1.332 0.260 2.863
H 6.268 -1.995 4.795
H 5.842 -0.949 3.434
H 5.633 -2.698 3.302
H 4.864 -0.671 6.320
H 3.145 -0.409 5.982
H 4.360 0.394 4.990
H 4.564 -3.157 6.136
H 3.851 -3.870 4.674
H 2.839 -2.957 5.791
H 4.420 -1.557 1.754
H 1.481 -1.434 4.855
H -1.151 -3.203 3.010
H -1.433 -2.207 1.569
H -2.588 -2.167 2.906
H -0.601 -2.187 5.187
H -1.979 -1.090 5.062
H -0.362 -0.436 5.360
H -1.365 0.328 1.779
H -0.724 1.087 3.244
H -2.347 0.373 3.258
C -4.266 -4.319 0.588
C -3.100 -3.738 -0.174
C -1.973 -4.506 -0.422
C -0.876 -3.915 -1.067
C 0.400 -4.691 -1.277
C -0.943 -2.604 -1.470
C -2.075 -1.771 -1.243
C -3.151 -2.405 -0.570
N -1.989 -0.480 -1.648
C -3.194 0.342 -1.752
C -2.849 1.543 -2.639
C -3.647 0.893 -0.390
C -4.359 -0.373 -2.480
H -4.100 -5.374 0.816
H -5.198 -4.236 0.022
H -4.413 -3.792 1.536
H -1.927 -5.540 -0.093
H 0.264 -5.750 -1.044
H 1.195 -4.300 -0.637
H 0.751 -4.609 -2.308
H -0.083 -2.142 -1.945
H -4.022 -1.835 -0.278
H -1.993 2.088 -2.246
H -3.706 2.221 -2.711
H -2.587 1.199 -3.644
H -2.836 1.492 0.034
H -3.880 0.100 0.322
H -4.531 1.533 -0.499
H -3.955 -0.933 -3.327
H -5.060 0.374 -2.866
H -4.921 -1.067 -1.861
C 2.631 1.003 -3.777
C 1.254 1.323 -4.364
C 1.183 0.880 -5.823
C 0.903 2.777 -4.145
C 1.046 3.746 -5.122
C 0.714 5.080 -4.902
C 0.206 5.439 -3.654
C 0.051 4.520 -2.634
C -0.480 4.880 -1.264
C -1.311 6.157 -1.233
C 0.665 4.962 -0.248
C 0.429 3.148 -2.843
N 0.322 2.272 -1.861
H 2.849 -0.067 -3.849
H 2.672 1.283 -2.725
H 3.410 1.550 -4.318
H 0.521 0.741 -3.793
H 1.966 1.349 -6.426
H 0.218 1.130 -6.269
H 1.324 -0.201 -5.891
H 1.411 3.451 -6.101
H 0.825 5.817 -5.688
H -0.084 6.471 -3.482
H -1.121 4.049 -0.948
H -0.701 7.041 -1.444
H -1.748 6.296 -0.241
H -2.121 6.126 -1.965
H 1.338 5.786 -0.507
H 1.230 4.030 -0.248
H 0.284 5.133 0.763
*
```

Summary:
HOMO energy (alpha / beta): -0.6 / -0.9 eV
<S²>: 2.02
Orbital gap (alpha / beta): 4.762 / 5.001 eV
LUMO energy (alpha / beta): 4.143 / 4.143 eV

---

no.,calculated total energy (eV)
1,-77940.454
2,-64310.776
3,-118849.304